(1)
DFT (the ωB97M-V functional and the def2-TZVPD basis) results for C4H8O2 as an isolated structure.

Each line ends with the natural charge from an NBO analysis.
Positions of all 14 atoms, in Å:
O -2.05563 -0.79455 -0.88667  -0.7193
C -1.01685 0.15930 -0.74573  -0.0551
C -0.01210 -0.37722 0.27761  -0.2941
C 1.45747 -0.40287 -0.17217  -0.0516
O 1.73244 0.82408 0.52119  -0.5366
C 0.52703 0.65248 1.28041  -0.0515
H -2.69029 -0.44983 -1.52729  0.4692
H -1.42336 1.12913 -0.41278  0.1589
H -0.51475 0.32971 -1.71038  0.1602
H -0.40779 -1.30521 0.69729  0.2260
H 2.03302 -1.23437 0.25954  0.1704
H 1.66094 -0.33381 -1.24669  0.1767
H 0.74488 0.21712 2.26523  0.1702
H -0.03502 1.58604 1.40043  0.1765

Summary:
E_HOMO in eV: -9.7
Energy relative to the best compared isomer or geometry (same formula, charge and spin) in kJ/mol: 219.56
Strongest force on any atom in eV/Å: 0.437
HOMO-LUMO gap in eV: 10.657

***

(2)
DFT (the ωB97M-V functional and the def2-TZVPD basis) results for an isolated molecule of C4H8O2.

Each line ends with the natural charge from an NBO analysis.
Positions of all 14 atoms, in Å:
C -1.02270 -0.61765 1.72619  -0.7189
C 0.03191 -0.51084 0.65412  0.6117
O 1.18638 -0.84156 0.86873  -0.5707
C -0.37860 0.03091 -0.70206  -0.5465
C 0.69787 0.94871 -1.28820  -0.0486
O 1.87815 0.25221 -1.59657  -0.7243
H -1.50986 0.35270 1.87368  0.2319
H -1.80200 -1.32358 1.41616  0.2373
H -0.57032 -0.95387 2.66028  0.2385
H -0.50618 -0.82320 -1.38038  0.2443
H -1.34414 0.54583 -0.63869  0.2171
H 0.88875 1.77870 -0.58574  0.1553
H 0.33262 1.38916 -2.22041  0.1830
H 2.11812 -0.22752 -0.78711  0.4898

Summary:
E_HOMO in eV: -9.9
Energy relative to the best compared isomer or geometry (same formula, charge and spin) in kJ/mol: 75.29
SMILES string: CC(=O)CCO
Strongest force on any atom in eV/Å: 0.511
HOMO-LUMO gap in eV: 10.789